No. 1
This record from the OMol25 dataset describes 2 unconnected molecules or ions with the total composition C7H15FN3O. The level of theory is ωB97M-V/def2-TZVPD.

Results
Multiplicity = 1
Energy relative to the best compared isomer or geometry (same formula, charge and spin) = 106.2 kcal per mole
E_HOMO (alpha / beta) = -0.3606 / -0.4911 Eh
Total charge = +1
LUMO energy (alpha / beta) = -5.6 / -3.7 eV

Last column: natural (NBO) charge in e.
Geometry (Å):
C: -0.0981 1.9552 1.1843  0.34
C: -0.0960 0.6617 -0.7466  0.62
C: -3.3216 -2.6922 -2.7547  -0.59
C: -1.1032 -2.6165 -2.0468  -0.30
C: -1.8267 -2.6335 -3.3157  -0.48
C: 2.1441 2.9771 1.1118  -0.26
C: 1.7320 3.6304 2.5156  -0.08
N: 1.1511 1.3779 -0.5004  -0.45
N: 1.0040 2.2577 0.6217  -0.12
N: -0.8380 1.2047 0.3786  -0.55
O: 1.6345 2.5957 3.4636  -0.72
F: -0.7597 1.1933 -1.9970  -0.36
H: -0.4172 2.4779 2.0508  0.27
H: -3.4595 -2.2899 -1.7901  0.20
H: -3.6189 -3.6993 -2.6199  0.21
H: -3.7496 -2.3168 -3.5988  0.22
H: -0.6279 -1.6633 -1.7687  0.16
H: -1.4419 -3.4020 -1.3400  0.18
H: -1.6414 -1.8592 -4.0587  0.21
H: -1.6312 -3.5390 -3.8769  0.22
H: 2.2850 3.8232 0.3674  0.24
H: 2.9977 2.2892 1.1388  0.25
H: 0.7525 3.9851 2.5011  0.18
H: 2.3104 4.4208 3.0328  0.23
H: 1.7715 1.5315 -1.3060  0.45
H: -1.7081 0.8576 0.6077  0.44
H: 2.5798 2.2777 3.6714  0.49

Atoms 1-6, force components in eV/Å:
C -1.617 0.647 -0.740
C -0.026 5.053 -0.395
C 2.427 -1.223 -0.971
C 1.026 0.355 0.186
C -0.804 -0.854 1.121
C 0.138 3.167 0.375

No. 2
This record from the OMol25 dataset describes a gas-phase ion, C7H15IN4 (charge +2). The level of theory is ωB97M-V/def2-TZVPD.

Results
Multiplicity = 1
Energy relative to the best compared isomer or geometry (same formula, charge and spin) = 0.0 kcal per mole
E_HOMO = -0.6027 Eh
Total charge = +2
SMILES string = CC/[NH+]=C1\N[C@@H](N)[NH2+]C(C)=C1I
LUMO energy = -8.3 eV

Last column: natural (NBO) charge in e.
Geometry (Å):
C: -0.5216 -3.9778 0.2674  -0.60
C: 0.2835 -2.7943 -0.1449  -0.27
N: -0.5478 -1.6800 -0.2005  -0.43
C: -0.3759 -0.3911 0.0168  0.53
N: 0.9090 0.1121 0.1039  -0.61
C: 1.2243 1.3096 0.8019  0.35
N: 2.4775 1.7122 0.6557  -0.82
N: 0.0749 2.4185 0.0191  -0.63
C: -1.3012 1.9738 -0.2095  0.24
C: -2.1581 3.1253 -0.6278  -0.69
C: -1.5104 0.6123 -0.0274  -0.31
I: -3.4660 -0.0299 0.1403  0.36
H: -1.0782 -3.7162 1.1801  0.22
H: -1.2792 -4.1044 -0.5034  0.22
H: 0.0589 -4.9055 0.5011  0.27
H: 0.4958 -3.0552 -1.1351  0.24
H: 1.1353 -2.7894 0.3808  0.23
H: -1.5036 -1.8381 -0.3172  0.43
H: 1.6333 -0.5806 0.0550  0.44
H: 0.7740 1.2679 1.7866  0.24
H: 3.2245 1.8589 -0.0045  0.46
H: 2.9155 2.0539 1.4390  0.42
H: 0.6493 2.4202 -0.8806  0.44
H: 0.1670 3.2753 0.4756  0.44
H: -2.9238 3.3392 0.0214  0.28
H: -2.7019 2.8412 -1.6551  0.30
H: -1.5376 4.0799 -0.7287  0.26

Atoms 1-6, force components in eV/Å:
C -1.298 -0.791 1.555
C -1.360 -2.396 -1.853
N -0.418 4.586 1.233
C 1.210 0.754 -0.387
N -1.630 -1.037 -0.561
C -1.924 -0.442 -1.028

No. 3
This record from the OMol25 dataset describes 2 unconnected molecules or ions with the total composition C7H15IN5. The level of theory is ωB97M-V/def2-TZVPD.

Results
Multiplicity = 1
Energy relative to the best compared isomer or geometry (same formula, charge and spin) = 44.0 kcal per mole
E_HOMO = -0.4703 Eh
Total charge = +1
LUMO energy = -5.5 eV

Last column: natural (NBO) charge in e.
Geometry (Å):
C: 0.1521 -1.1562 1.0541  0.38
C: 0.5557 1.2578 0.3287  0.37
C: 1.2399 -0.0328 0.7905  -0.48
C: 1.7008 3.7449 -2.0183  -0.60
C: -1.4772 -3.5327 0.5890  -0.62
C: 0.5340 3.2422 -1.0582  -0.27
C: -0.0637 -3.6716 1.0287  -0.23
N: -1.0736 -0.8954 1.1586  -0.24
N: 0.9011 1.9337 -0.6479  -0.29
N: -0.5276 1.6474 1.1919  -0.24
N: 0.5791 -2.3946 1.0981  -0.53
N: -1.2447 0.9669 1.8789  0.17
I: -2.7240 -0.1515 -1.4948  -0.10
H: 1.7020 0.1778 1.6672  0.25
H: 1.9292 -0.4139 0.0145  0.28
H: 1.5821 3.0635 -2.8449  0.23
H: 1.5603 4.7830 -2.4553  0.23
H: 2.6254 3.8507 -1.5247  0.22
H: -1.5012 -2.8371 -0.2770  0.22
H: -1.7557 -4.5756 0.1502  0.24
H: -2.1575 -3.2038 1.3124  0.23
H: -0.3508 3.0331 -1.6146  0.24
H: 0.2798 3.9760 -0.2365  0.19
H: -0.0083 -4.2581 1.9957  0.22
H: 0.4208 -4.2960 0.2528  0.22
H: -0.7014 2.6838 1.2178  0.42
H: 1.5551 -2.4378 0.9562  0.40
H: -3.7317 -0.5036 -2.5131  0.10

Atoms 1-6, force components in eV/Å:
C 1.930 1.367 -0.010
C 0.939 -1.647 -0.547
C -3.028 -1.143 -2.692
C -3.001 1.532 -0.293
C -0.179 -2.130 -2.991
C 0.942 1.569 -0.185

No. 4
This record from the OMol25 dataset describes 2 unconnected molecules or ions with the total composition C7H15N. The level of theory is ωB97M-V/def2-TZVPD.

Results
Multiplicity = 1
Energy relative to the best compared isomer or geometry (same formula, charge and spin) = 42.1 kcal per mole
E_HOMO = -0.3363 Eh
Total charge = 0
SMILES string = C/C=C/C.C=NCC
LUMO energy = 1.1 eV

Last column: natural (NBO) charge in e.
Geometry (Å):
C: -0.7159 3.0541 2.3075  -0.65
C: -0.5420 2.4844 0.9120  -0.19
C: -1.4273 1.7620 0.2076  -0.19
C: -1.2616 1.3933 -1.2695  -0.64
H: 0.1886 2.9216 2.9093  0.22
H: -0.7368 4.1507 2.3357  0.22
H: -1.6391 2.6607 2.7480  0.21
H: 0.3631 2.8383 0.3746  0.18
H: -2.3507 1.4000 0.6980  0.19
H: -0.2581 1.6542 -1.5594  0.21
H: -2.0082 1.8253 -1.9240  0.22
H: -1.3980 0.2889 -1.3906  0.22
C: -0.7166 -2.3455 0.0564  -0.07
N: 0.1998 -2.3074 -0.8222  -0.38
C: 1.4962 -1.8036 -0.2873  -0.26
C: 2.6511 -2.3185 -1.1676  -0.61
H: -0.6044 -2.1011 1.1296  0.15
H: -1.7300 -2.6611 -0.2759  0.17
H: 1.4825 -0.7031 -0.4234  0.20
H: 1.5606 -2.0628 0.7607  0.18
H: 3.6434 -1.9601 -0.8102  0.21
H: 2.7020 -3.4304 -1.1543  0.21
H: 2.4831 -2.0269 -2.2170  0.22

Atoms 1-6, force components in eV/Å:
C 0.255 -0.085 -0.394
C -0.017 0.662 -0.699
C -0.121 0.129 0.078
C -0.187 -1.330 1.363
H -0.270 -0.794 0.206
H -0.520 -0.053 -0.577

No. 5
This record from the OMol25 dataset describes C7H15N in the gas phase. The level of theory is ωB97M-V/def2-TZVPD.

Results
Multiplicity = 1
Energy relative to the best compared isomer or geometry (same formula, charge and spin) = 32.8 kcal per mole
E_HOMO = -0.3357 Eh
Total charge = 0
SMILES string = C=CCCC[C@H](C)N
LUMO energy = 1.1 eV

Last column: natural (NBO) charge in e.
Geometry (Å):
C: 2.6232 2.4026 0.1049  -0.40
C: 1.8312 1.5286 -0.4971  -0.17
C: 1.9821 0.0626 -0.1787  -0.44
C: 0.8106 -0.8803 -0.3717  -0.42
C: -0.2487 -0.7929 0.7317  -0.42
C: -1.6898 -0.3627 0.3992  -0.05
C: -2.6508 -1.3737 0.9881  -0.62
N: -1.9080 -0.2062 -1.0503  -0.84
H: 2.7045 3.4422 -0.1989  0.20
H: 3.3264 2.1013 0.8685  0.19
H: 1.0510 1.7703 -1.2096  0.21
H: 2.3189 -0.0142 0.8660  0.20
H: 2.8864 -0.3255 -0.6532  0.22
H: 1.0872 -1.8933 -0.6734  0.21
H: 0.3071 -0.6041 -1.3168  0.22
H: 0.1071 -0.2022 1.5702  0.21
H: -0.3174 -1.8155 1.1227  0.20
H: -1.9570 0.6234 0.7768  0.19
H: -2.4147 -1.6231 2.0235  0.21
H: -3.7226 -1.1469 0.9153  0.21
H: -2.7033 -2.3059 0.3993  0.20
H: -1.8511 -1.1027 -1.5239  0.35
H: -2.8096 0.2088 -1.2397  0.36

Atoms 1-6, force components in eV/Å:
C 0.069 0.688 -0.533
C -0.096 -0.803 0.456
C 0.958 -0.651 1.021
C -1.039 1.023 -1.758
C 0.198 -1.069 0.304
C -0.711 0.008 -1.148

No. 6
This record from the OMol25 dataset describes 2 unconnected molecules or ions with the total composition C7H15N. The level of theory is ωB97M-V/def2-TZVPD.

Results
Multiplicity = 1
Energy relative to the best compared isomer or geometry (same formula, charge and spin) = 42.4 kcal per mole
E_HOMO = -0.3253 Eh
Total charge = 0
SMILES string = [H]/N=C/C.C=C(C)CC
LUMO energy = 1.0 eV

Last column: natural (NBO) charge in e.
Geometry (Å):
H: 2.7782 1.8331 -0.5353  0.34
N: 1.9454 2.0998 -0.0149  -0.68
C: 0.8466 1.8853 -0.6156  0.17
C: -0.4633 2.1692 0.1957  -0.67
H: 0.6626 2.0557 -1.6834  0.16
H: -0.7844 3.1697 -0.0909  0.22
H: -1.2470 1.4758 -0.1084  0.21
H: -0.2857 2.0888 1.2622  0.22
C: 0.8655 -0.6544 -0.9763  -0.46
C: 0.3230 -0.9223 0.2341  0.08
C: 1.1613 -0.8067 1.4716  -0.68
C: -1.0968 -1.3665 0.4590  -0.44
C: -1.9535 -1.5346 -0.7901  -0.61
H: 1.9395 -0.6537 -1.0917  0.20
H: 0.3049 -0.8086 -1.8829  0.20
H: 0.5487 -0.8341 2.3682  0.21
H: 1.8825 -1.6232 1.5170  0.22
H: 1.7302 0.1242 1.4536  0.25
H: -1.5709 -0.6452 1.1373  0.21
H: -1.0611 -2.3186 0.9949  0.22
H: -2.9627 -1.8302 -0.5081  0.21
H: -1.5401 -2.3003 -1.4432  0.21
H: -2.0227 -0.6030 -1.3527  0.20

Atoms 1-6, force components in eV/Å:
H -0.062 0.690 -0.553
N 0.062 -1.441 0.451
C -1.308 2.976 1.334
C 1.052 -0.641 -1.137
H 0.419 -1.197 -0.267
H -0.067 0.126 0.193